{"formula": "C10H20IO8PS", "method": "ωB97M-V with the def2-TZVPD basis set", "de_lowest_kcal_mol": 60.8, "smiles": "CCOCCO[C@]1(P(O)I)COS(=O)(=O)O1.C1CCOC1", "e_tot_ev": -55298.067, "homo_ev": -9.246, "homo_lumo_gap_ev": 9.261, "elements": ["C", "C", "O", "C", "C", "O", "C", "P", "O", "I", "C", "O", "S", "O", "O", "O", "H", "H", "H", "H", "H", "H", "H", "H", "H", "H", "H", "H", "C", "C", "C", "O", "C", "H", "H", "H", "H", "H", "H", "H", "H"], "positions_angstrom": [[-3.21366, -0.01873, 2.44563], [-2.14237, 0.79174, 1.73683], [-0.83229, 0.45315, 2.16669], [-0.40118, -0.82345, 1.75257], [1.07694, -0.66638, 1.42963], [1.78490, -1.86394, 1.07861], [1.28952, -2.63615, 0.02084], [0.18720, -3.97116, 0.81932], [1.45777, -4.98555, 1.05988], [-0.90955, -4.82708, -1.19489], [2.49012, -3.21702, -0.73529], [2.80355, -2.20529, -1.72097], [1.49224, -1.49911, -2.22019], [1.66809, -0.09325, -2.23500], [0.94849, -2.18359, -3.33525], [0.60750, -1.84734, -0.92205], [-2.99688, -0.02594, 3.51522], [-4.19963, 0.41432, 2.28666], [-3.21993, -1.05732, 2.11044], [-2.25826, 1.84803, 1.97770], [-2.21152, 0.69552, 0.64781], [-0.96567, -1.14161, 0.86858], [-0.55572, -1.57091, 2.53860], [1.19743, 0.08343, 0.64540], [1.58130, -0.29566, 2.31919], [1.18468, -5.75474, 1.57762], [2.23958, -4.13798, -1.25539], [3.34921, -3.35443, -0.09299], [0.58002, 3.81191, -0.63976], [0.55088, 3.57755, -2.14899], [-0.52336, 2.50621, -2.26919], [-1.45097, 2.74633, -1.20096], [-0.89512, 3.68549, -0.28160], [1.00038, 4.77490, -0.35273], [1.15767, 3.02556, -0.14859], [0.24364, 4.48905, -2.66678], [1.50593, 3.25433, -2.56008], [-0.09125, 1.51334, -2.14106], [-1.06064, 2.53891, -3.21766], [-1.41213, 4.64558, -0.39214], [-1.05690, 3.32129, 0.73435]], "mulliken_charge": [-1.340, 0.004, -0.398, -0.319, -0.450, -0.380, 0.247, 0.038, -0.489, -0.092, -0.353, -0.349, 1.099, -0.526, -0.571, -0.047, 0.306, 0.431, 0.298, 0.271, 0.286, 0.481, 0.201, 0.238, 0.331, 0.348, 0.356, 0.341, -0.530, -0.591, 0.190, -0.410, -0.159, 0.368, 0.164, 0.276, 0.347, -0.259, 0.306, 0.299, 0.036]}



{"formula": "C10H20N2O5", "method": "ωB97M-V with the def2-TZVPD basis set", "de_lowest_kcal_mol": 48.9, "smiles": "NC[C@H](O)C[C@H]1COC(=O)[C@@H]1O.CN(C)C=O", "e_tot_ev": -23909.498, "homo_ev": -9.037, "homo_lumo_gap_ev": 9.523, "elements": ["N", "C", "C", "O", "C", "C", "C", "O", "C", "O", "C", "O", "H", "H", "H", "H", "H", "H", "H", "H", "H", "H", "H", "H", "H", "C", "N", "C", "C", "O", "H", "H", "H", "H", "H", "H", "H"], "positions_angstrom": [[4.50475, 0.08229, 0.69715], [4.32381, -0.87857, -0.43532], [3.62324, -2.23706, 0.05659], [3.34704, -3.06606, -1.12101], [2.30365, -1.94047, 0.92197], [1.09043, -1.50260, -0.01402], [-0.37946, -2.14304, 0.26803], [-1.43097, -1.17302, -0.10017], [-0.71707, -0.18608, -0.88244], [-1.00544, 0.30476, -1.97874], [0.59161, 0.04907, 0.04378], [1.58468, 0.96845, -0.46812], [4.75965, -0.47954, 1.52670], [5.25286, 0.74919, 0.45842], [3.74939, -0.33211, -1.25289], [5.32190, -1.20546, -0.92098], [4.37590, -2.84629, 0.68362], [3.93027, -3.85829, -1.08177], [2.50049, -1.19316, 1.76273], [2.04253, -2.93343, 1.44448], [1.26597, -1.62428, -1.14744], [-0.52506, -2.92515, -0.56768], [-0.46508, -2.64542, 1.28611], [0.33710, 0.30663, 1.13732], [1.37513, 1.20776, -1.39795], [-4.56534, 1.25226, 0.73482], [-4.41390, 2.56040, 0.13101], [-3.32488, 2.78060, -0.80129], [-5.26120, 3.59077, 0.41021], [-5.18756, 4.70870, -0.06220], [-3.65898, 1.01067, 1.29647], [-4.71327, 0.50972, -0.05347], [-5.42116, 1.23050, 1.41131], [-2.68732, 3.58376, -0.42348], [-3.73621, 3.08499, -1.76654], [-2.73621, 1.87161, -0.92380], [-6.05128, 3.31786, 1.12860]], "mulliken_charge": [-0.505, -0.587, -0.094, -0.543, -0.744, 0.152, -0.658, -0.345, 0.570, -0.586, -0.264, -0.507, 0.205, 0.251, 0.188, 0.333, 0.397, 0.353, 0.376, 0.433, 0.283, 0.242, 0.380, 0.326, 0.348, -0.792, 0.114, -0.694, 0.117, -0.577, 0.271, 0.298, 0.299, 0.305, 0.304, 0.091, 0.262]}